(1)
8 unconnected molecules or ions with the total composition C37H75Cl4N7 at a distorted geometry. Source: OMol25; level of theory: ωB97M-V/def2-TZVPD.

Calculated total energy (a.u.): -3678.671310
Max |F| (eV/A): 3.6
Frontier orbital gap (eV): 8.1

Each line ends with the Löwdin charge.
Atoms and positions in Å:
Cl  1.95432  -2.53719  4.88115  0.507
Cl  4.16564  -2.79055  6.87780  0.498
Cl  4.74663  -3.01256  4.09007  0.504
Cl  3.16807  -5.09695  5.45119  0.513
N  3.94889  5.51512  2.49338  -0.165
N  -0.98195  -0.08157  0.53507  0.028
N  -2.13365  2.33364  -1.06062  -0.216
N  -1.90393  -6.96595  3.85858  0.017
N  4.19354  2.46598  -3.22762  -0.170
N  -3.67979  -5.73763  -0.18584  -0.185
N  -3.80804  -3.17016  -2.23450  0.027
C  -3.44436  2.51541  -0.37684  -0.227
C  -2.99333  -6.82973  4.65243  -0.161
C  -1.17576  -1.43369  0.52529  -0.153
C  -1.15723  3.36044  -0.66173  -0.227
C  0.16889  0.24475  1.18350  -0.116
C  -2.48650  -5.97850  0.67338  -0.236
C  -0.32079  -1.95295  1.40382  -0.137
C  0.57762  -0.94407  1.81251  -0.098
C  4.83424  3.70649  -2.79596  -0.246
C  5.92894  1.69698  -4.85089  -0.110
C  3.33984  6.36238  0.18345  -0.088
C  -3.94998  -6.85546  -1.08131  -0.259
C  4.09980  4.95667  -3.26535  -0.093
C  -2.84641  -2.25689  -2.62542  -0.127
C  4.95312  5.08574  4.80149  -0.066
C  -4.94953  -5.35408  0.33871  -0.301
C  -1.27709  -5.75781  3.85452  -0.176
C  3.49845  -3.36485  5.31838  -1.993
C  2.72851  3.27367  2.22967  -0.077
C  -2.22138  2.01229  -2.46243  -0.251
C  -4.25701  3.82123  -0.64944  -0.072
C  -4.96109  -4.12702  1.17153  -0.088
C  4.39363  5.73819  1.08384  -0.259
C  -0.82508  1.81538  -3.12293  -0.072
C  -1.98222  -4.86433  4.60037  -0.106
C  -4.60835  -2.02756  -4.04876  -0.106
C  -1.13172  3.71088  0.84068  -0.074
C  2.70554  4.71663  2.66098  -0.244
C  -4.86419  -3.07472  -3.11974  -0.122
C  4.49764  2.10783  -4.66358  -0.247
C  5.11113  4.91017  3.17785  -0.235
C  -3.03303  -5.59314  5.16328  -0.122
C  -4.45862  -6.53966  -2.52472  -0.072
C  2.50103  2.15903  -1.43809  -0.083
C  -3.34613  -1.54853  -3.73910  -0.139
C  2.76833  2.19662  -2.94289  -0.250
C  -1.25654  -5.64032  -0.08760  -0.087
H  2.45967  1.21486  -3.30202  0.108
H  -3.91558  4.66525  -0.05015  0.054
H  3.89636  1.24558  -4.95185  0.110
H  -4.78308  -7.43641  -3.05261  0.070
H  -5.21990  -1.65363  -4.85659  0.089
H  2.44073  4.76137  3.71738  0.102
H  2.19720  2.85026  -3.60217  0.100
H  3.03860  4.90903  -3.02102  0.067
H  -1.81422  -3.80488  4.72576  0.099
H  -1.27787  4.28265  -1.23012  0.117
H  -0.36909  -5.89371  0.49233  0.071
H  -1.49629  0.55682  -0.05484  0.104
H  4.27882  5.19320  -4.31421  0.067
H  -5.65605  -3.79223  -2.96308  0.085
H  -3.66014  -3.89050  -1.54216  0.097
H  -5.27580  -6.16589  0.98880  0.116
H  1.52947  1.72239  -1.20676  0.038
H  -0.32961  2.78623  -3.13122  0.067
H  -1.52316  -7.78256  3.40222  0.152
H  5.88194  3.84658  -3.06201  0.106
H  -4.11339  1.71314  -0.68807  0.106
H  6.04374  5.46048  3.05336  0.097
H  1.97285  5.26059  2.06486  0.091
H  3.56034  2.70772  2.64903  0.072
H  4.47814  5.85008  -2.76858  0.054
H  -0.29851  4.32189  1.18786  0.063
H  5.39553  3.89375  2.90561  0.096
H  -3.30107  2.30535  0.68308  0.103
H  -3.01377  -7.39063  -1.24007  0.103
H  -2.86338  1.14807  -2.63290  0.100
H  -0.37356  -2.96698  1.77172  0.084
H  2.43760  5.78591  -0.02087  0.060
H  -0.91652  1.29936  -4.07868  0.073
H  2.57184  3.12833  -0.94455  0.044
H  1.79169  2.76878  2.46539  0.066
H  -1.87335  -2.34836  -2.16590  0.090
H  -3.62381  -6.09400  -3.06562  0.073
H  -5.75341  -5.20311  -0.38176  0.117
H  3.00958  7.27125  0.68646  0.079
H  4.92574  6.13173  5.10686  0.063
H  -2.61767  2.90183  -2.95210  0.102
H  -4.81973  -3.21628  0.58957  0.066
H  -1.10335  2.86402  1.52634  0.062
H  -2.49725  -6.97880  1.10624  0.109
H  4.06321  4.56231  5.15101  0.044
H  -2.47780  -5.30659  1.53161  0.088
H  1.40281  -1.10595  2.49019  0.045
H  -0.40143  1.06658  -2.45365  0.065
H  4.95612  3.78680  -1.71578  0.094
H  5.26663  6.38993  1.11865  0.112
H  -0.14876  3.01845  -0.89442  0.075
H  -5.36065  -5.93033  -2.46827  0.043
H  -3.62094  -7.70832  4.67645  0.112
H  -4.18587  -4.08407  1.93656  0.065
H  -1.16569  -4.56346  -0.22983  0.064
H  -3.75384  -5.24767  5.88956  0.099
H  -2.04742  4.23125  1.12142  0.057
H  4.75417  4.80700  0.64680  0.095
H  -5.28836  3.62214  -0.35828  0.070
H  -1.07382  -6.14102  -1.03839  0.075
H  -2.91687  -0.74257  -4.31578  0.083
H  6.12693  1.45508  -5.89511  0.069
H  2.89762  3.23632  1.15352  0.046
H  -2.03093  -1.81821  -0.01065  0.089
H  -0.42182  -5.56225  3.22470  0.106
H  -4.17862  4.19266  -1.67119  0.065
H  -5.92778  -4.02667  1.66504  0.081
H  6.73033  2.38021  -4.56970  0.065
H  -4.62735  -7.60873  -0.67900  0.108
H  5.79511  4.59644  5.29116  0.055
H  3.23103  1.56121  -0.89238  0.087
H  3.84261  6.61206  -0.75087  0.055
H  0.55560  1.25311  1.19169  0.079
H  4.29269  2.93187  -5.34700  0.104
H  6.06273  0.74421  -4.33862  0.075

(2)
C3H5ClO in the gas phase at a distorted geometry. Source: OMol25; level of theory: ωB97M-V/def2-TZVPD.

Calculated total energy (a.u.): -652.661894
Max |F| (eV/A): 6.8
ΔE to the lowest compared entry with this formula, charge and spin (kcal/mol): 44.8
Frontier orbital gap (eV): 10.0

Each line ends with the Löwdin charge.
Atoms and positions in Å:
Cl  1.38028  -1.19369  -0.02994  0.539
O  -0.43542  1.09768  -0.44005  -0.136
C  -0.89327  2.16468  0.15762  -0.187
C  -1.01038  0.00789  0.02108  -0.305
C  -0.40327  -1.18257  0.20057  -0.454
H  -1.94355  2.01906  0.26499  0.054
H  -0.46467  2.44519  1.20039  0.128
H  -2.14550  0.12756  0.32795  0.160
H  -0.75877  3.09383  -0.58996  0.143
H  -0.82749  -2.11440  0.55044  0.058

(3)
A molecular structure, C5H10ClNS2 at a distorted geometry. Source: OMol25; level of theory: ωB97M-V/def2-TZVPD.

Calculated total energy (a.u.): -1507.696737
Max |F| (eV/A): 5.0
ΔE to the lowest compared entry with this formula, charge and spin (kcal/mol): 19.8
Frontier orbital gap (eV): 7.9

Each line ends with the Löwdin charge.
Atoms and positions in Å:
Cl  1.78158  -1.79712  0.41488  0.559
S  1.71512  2.32158  0.03186  0.712
S  -0.82214  -1.67724  -0.39980  0.760
N  -2.46677  1.57433  0.30413  -0.035
C  1.11751  -0.33097  -0.35896  -0.848
C  -2.11729  -0.46441  -0.06552  -0.567
C  -2.02826  0.45887  1.16520  -0.207
C  2.10373  0.79715  -0.30250  -0.714
C  -2.03814  0.82984  -0.89458  -0.221
H  -2.70491  0.91565  -1.75976  0.110
H  3.13405  0.51657  -0.53960  0.048
H  -1.29560  -2.65424  0.38692  -0.092
H  -0.99094  0.53912  1.52190  0.101
H  -2.69025  0.24396  2.01051  0.109
H  -1.97844  2.44961  0.45864  0.094
H  0.91373  -0.58205  -1.40447  0.056
H  0.18643  -0.06297  0.13665  -0.053
H  -1.00522  1.04087  -1.21212  0.087
H  -3.10134  -0.92803  -0.15534  0.101

(4)
A molecular structure, C39H42N4O2Zr. Source: OMol25; level of theory: ωB97M-V/def2-TZVPD.

Total charge: +2
Calculated total energy (a.u.): -1927.613099
Max |F| (eV/A): 0.3
ΔE to the lowest compared entry with this formula, charge and spin (kcal/mol): 3.2
Frontier orbital gap (eV): 8.1

Each line ends with the Löwdin charge.
Atoms and positions in Å:
Zr  0.15775  -0.04176  0.21501  1.862
O  1.69659  1.05922  0.30594  -0.339
O  -0.02103  -0.92864  1.91230  -0.331
N  -0.79636  1.69057  1.38600  0.046
N  -0.14217  -2.22407  -0.67129  -0.152
N  0.91391  -0.13065  -2.13457  -0.117
N  -1.66056  0.13675  -1.27476  -0.151
C  5.06790  2.09499  -1.91058  -0.053
C  -1.67066  -2.55415  2.44340  -0.191
C  2.82805  2.62814  1.75970  -0.172
C  -3.00797  -2.86165  2.22000  -0.051
C  3.02826  2.69049  -0.76200  -0.167
C  -1.10893  -4.87771  2.09035  -0.053
C  2.11784  2.41673  0.43195  -0.409
C  3.92569  4.13225  3.28887  -0.051
C  -2.01767  -1.14911  -1.95030  -0.138
C  -1.22083  1.18968  -2.23078  -0.158
C  -1.36765  -1.21880  6.52716  -0.052
C  4.73364  2.95043  -2.95681  -0.064
C  -0.17005  2.88964  1.45870  -0.214
C  -0.43044  3.75672  2.50489  0.029
C  0.25746  -0.13220  4.55745  -0.024
C  2.70387  3.54842  -1.80527  -0.042
C  -1.66275  1.31914  2.35781  -0.237
C  0.94580  -2.55263  -1.61830  -0.154
C  -0.72561  -3.58041  2.39381  -0.040
C  3.30357  3.89902  2.07397  -0.022
C  -2.44616  -5.17286  1.84657  -0.060
C  4.22425  1.97182  -0.82131  -0.019
C  0.81959  3.25616  0.38745  -0.054
C  -1.16947  -1.14264  2.73403  -0.413
C  3.55932  3.67879  -2.89784  -0.064
C  0.52104  0.12183  5.89697  -0.055
C  -3.39404  -4.16595  1.92393  -0.057
C  3.00270  1.59148  2.66501  -0.035
C  -1.63011  -1.47804  5.19068  -0.014
C  -1.34040  3.39585  3.48393  0.017
C  3.63330  1.82587  3.88246  -0.062
C  4.08829  3.09456  4.19949  -0.061
C  -1.96592  2.16295  3.40852  0.023
C  -1.53163  -2.36626  -1.16868  -0.141
C  -0.81743  -0.93560  4.19882  -0.159
C  0.07831  0.78879  -2.95243  -0.147
C  1.07239  -1.49442  -2.70662  -0.153
C  -2.21786  -0.07550  2.30112  -0.054
C  -0.29002  -0.41816  6.88264  -0.062
H  1.06108  4.31412  0.47529  0.134
H  -0.08053  -0.22307  7.92571  0.113
H  -3.77466  -2.09997  2.28569  0.114
H  -0.14831  0.32017  -3.90913  0.123
H  3.30715  4.36704  -3.69394  0.113
H  -1.07663  2.10253  -1.65032  0.102
H  -3.09859  -1.21832  -2.07692  0.143
H  0.08597  4.70514  2.54978  0.133
H  -0.06655  -2.84999  0.13128  0.099
H  0.36197  3.11793  -0.59566  0.100
H  -2.15964  -2.51666  -0.28777  0.110
H  4.58220  3.27600  5.14446  0.113
H  3.21089  4.70751  1.35654  0.127
H  3.77657  1.00710  4.57628  0.112
H  -2.56006  -0.31775  1.28515  0.107
H  -2.74685  -6.18684  1.62015  0.115
H  -4.44011  -4.39074  1.76299  0.116
H  1.86782  -2.59434  -1.03206  0.134
H  4.49454  1.32449  0.00492  0.127
H  0.31833  -1.64979  -3.47537  0.113
H  0.80378  -3.54099  -2.06251  0.138
H  0.64071  1.69473  -3.17853  0.126
H  -2.00114  1.40466  -2.96389  0.140
H  4.29705  5.12120  3.52176  0.115
H  -2.46252  -2.11864  4.92405  0.121
H  -1.59570  -1.13392  -2.95118  0.107
H  0.31117  -3.35656  2.61794  0.130
H  2.66512  0.59358  2.41968  0.101
H  -1.55138  4.06533  4.30721  0.132
H  -2.66025  1.84015  4.17165  0.137
H  -0.36809  -5.66644  2.06614  0.115
H  1.80885  4.15700  -1.77739  0.108
H  5.39824  3.06010  -3.80307  0.114
H  1.83399  0.29305  -2.03841  0.115
H  0.89339  0.29441  3.79372  0.087
H  -1.63740  -3.25714  -1.79426  0.143
H  -3.09283  -0.13818  2.94588  0.137
H  1.36414  0.74504  6.16683  0.106
H  -2.48956  0.49509  -0.80731  0.125
H  2.03959  -1.59946  -3.19828  0.140
H  5.99581  1.53928  -1.93807  0.114
H  -1.99882  -1.65136  7.29168  0.114